ORCA calculation (the ωB97M-V functional and the def2-TZVPD basis) on one molecule with the formula C13H24O.

Geometry as ORCA input:
```
! RIJCOSX wB97M-V def2-TZVPD def2/J DEFGRID3
* xyz 0 1
C -0.149 0.987 -6.062
O -0.083 1.315 -4.669
C -0.243 0.134 -3.850
C -0.209 0.530 -2.383
C -0.327 -0.717 -1.540
C -0.103 -0.378 -0.049
C 0.034 -1.342 0.939
C 0.152 -2.831 0.622
C 0.122 -0.967 2.399
C 1.466 -0.223 2.652
C 1.392 1.303 2.672
C 0.241 1.766 3.572
C -1.071 1.278 2.981
C -1.145 -0.242 2.939
H 0.636 0.268 -6.353
H -0.061 1.904 -6.684
H -1.119 0.541 -6.288
H 0.563 -0.595 -4.048
H -1.186 -0.400 -4.107
H -0.989 1.255 -2.112
H 0.745 1.033 -2.192
H -1.316 -1.169 -1.686
H 0.386 -1.455 -1.930
H -0.185 0.695 0.236
H -0.607 -3.363 1.208
H -0.061 -3.034 -0.451
H 1.165 -3.241 0.845
H 0.116 -1.933 2.923
H 1.826 -0.503 3.643
H 2.251 -0.585 1.985
H 2.260 1.747 3.086
H 1.228 1.690 1.644
H 0.360 1.404 4.602
H 0.266 2.847 3.568
H -1.862 1.650 3.613
H -1.181 1.730 1.985
H -1.336 -0.564 3.955
H -1.974 -0.533 2.332
*
```

Frontier orbital gap (eV): 9.5
SMILES: COCCC/C=C(\C)C1CCCCC1
HOMO energy (eV): -8.58
Energy relative to the best compared isomer or geometry (same formula, charge and spin) (kcal/mol): 39.49